Entry 1:
An isolated molecule of C3H3NO3. Source: the OMol25 dataset; level of theory: ωB97M-V/def2-TZVPD.

Last column: natural (NBO) charge in e.
Atoms and positions in Å:
N1 1.103 -0.305 -1.538  -0.588
C1 0.488 -0.114 -0.459  0.440
O1 -0.401 0.936 -0.315  -0.518
C2 -1.563 0.802 0.382  0.657
O2 -1.919 -0.169 0.981  -0.539
C3 1.013 -0.914 0.713  0.379
O3 1.395 -0.387 1.723  -0.473
H1 0.850 0.395 -2.235  0.359
H2 -2.130 1.739 0.269  0.137
H3 1.163 -1.984 0.479  0.146

Cartesian forces (eV/Å) of the 6 atoms listed first:
-0.3 0.1 0.2
0.4 0.0 -0.4
0.0 0.1 0.0
-0.2 -0.4 0.3
0.3 0.4 -0.4
0.1 0.1 0.3

Computed properties:
**Charge**: 0
**Calculated total energy**: -10790.98585 eV
**SMILES**: [H]/N=C(/C=O)OC=O
**Frontier orbital gap**: 0.394 Ha
**E_HOMO**: -10.64 eV
**Molar mass**: 101.1 g/mol

***

Entry 2:
An isolated molecule of C3H3NO3. Source: the OMol25 dataset; level of theory: ωB97M-V/def2-TZVPD.

Last column: natural (NBO) charge in e.
Atoms and positions in Å:
C1 0.398 -0.297 0.865  0.470
C2 0.699 -1.110 -0.188  -0.159
C3 -0.336 0.554 -1.037  0.754
H1 -0.063 -0.380 2.603  0.487
H2 1.117 -2.111 -0.053  0.217
H3 -1.490 2.091 -1.404  0.513
N1 0.241 -0.570 -1.388  -0.512
O1 0.776 -0.323 2.090  -0.635
O2 -1.060 1.312 -1.802  -0.650
O3 -0.284 0.835 0.314  -0.486

Cartesian forces (eV/Å) of the 6 atoms listed first:
-0.2 -0.3 -5.2
-0.4 0.4 1.3
1.3 -2.4 2.0
1.0 0.1 0.3
0.0 0.6 -0.5
0.6 -0.7 0.2

Computed properties:
**Charge**: 0
**Calculated total energy**: -10790.98838 eV
**SMILES**: Oc1cnc(O)o1
**Frontier orbital gap**: 0.321 Ha
**E_HOMO**: -8.35 eV
**Molar mass**: 101.1 g/mol

***

Entry 3:
An isolated molecule of C3H3NO3S. Source: the OMol25 dataset; level of theory: ωB97M-V/def2-TZVPD.

Last column: natural (NBO) charge in e.
Atoms and positions in Å:
C1 -1.327 -0.084 -0.095  0.636
C2 -0.387 1.077 0.165  -0.188
C3 1.592 -0.108 -0.282  0.438
H1 -0.105 0.762 1.380  0.219
H2 -0.790 2.108 0.048  0.255
H3 -0.874 -2.080 -0.187  0.391
N1 -0.484 -1.219 -0.417  -0.357
O1 -2.482 -0.116 0.001  -0.517
O2 0.857 0.964 -0.671  -0.496
O3 0.827 -1.176 0.040  -0.352
S1 3.173 -0.128 0.018  -0.029

Cartesian forces (eV/Å) of the 6 atoms listed first:
4.9 -0.4 -0.5
1.4 -0.7 2.3
-0.9 0.5 0.3
-0.5 1.5 -3.3
0.4 -1.0 0.2
-0.5 -1.8 0.5

Computed properties:
**Charge**: 0
**Calculated total energy**: -21624.36326 eV
**SMILES**: O=C1COC(=S)ON1
**Frontier orbital gap**: 0.352 Ha
**E_HOMO**: -9.30 eV
**Molar mass**: 133.1 g/mol

***

Entry 4:
An isolated molecule of C3H3NOS. Source: the OMol25 dataset; level of theory: ωB97M-V/def2-TZVPD.

Last column: natural (NBO) charge in e.
Atoms and positions in Å:
C1 -0.170 1.247 -0.071  0.064
C2 1.446 -0.038 -0.032  0.158
C3 -0.820 -0.822 0.035  0.050
N1 -1.162 0.527 0.076  -0.434
O1 0.633 -1.067 -0.004  -0.492
S1 3.038 0.093 0.052  0.020
H1 -0.294 2.378 -0.093  0.208
H2 -1.366 -1.198 0.951  0.215
H3 -1.305 -1.119 -0.913  0.211

Cartesian forces (eV/Å) of the 6 atoms listed first:
2.3 1.2 0.4
-3.5 1.9 0.1
-1.4 -0.8 0.4
0.8 1.3 -0.4
-0.2 -0.4 0.2
-0.7 0.0 -0.2

Computed properties:
**Charge**: 0
**Calculated total energy**: -17529.18137 eV
**Frontier orbital gap**: 0.334 Ha
**E_HOMO**: -8.68 eV
**Molar mass**: 101.1 g/mol

***

Entry 5:
A structure of composition C3H3NOS. Source: the OMol25 dataset; level of theory: ωB97M-V/def2-TZVPD.

Last column: natural (NBO) charge in e.
Atoms and positions in Å:
C1 2.668 -0.644 0.396  -0.120
C2 1.730 0.150 0.262  -0.267
C3 0.905 1.105 -0.182  0.418
N1 -2.439 -0.687 -0.615  -0.958
O1 -0.229 1.418 -0.342  -0.502
S1 -1.996 0.402 0.443  0.781
H1 3.604 -1.110 0.401  0.232
H2 -3.138 -0.317 -1.267  0.354
H3 -1.106 -0.316 0.904  0.063

Cartesian forces (eV/Å) of the 6 atoms listed first:
-1.8 1.3 0.0
1.6 -1.9 0.6
1.2 0.4 -0.7
-0.1 0.4 -0.2
-1.8 1.1 0.0
-2.5 1.1 -2.3

Computed properties:
**Charge**: 0
**Calculated total energy**: -17524.87048 eV
**Frontier orbital gap (spin up / spin down)**: 0.202 / 0.202 Ha
**E_HOMO (spin up / spin down)**: -6.66 / -6.65 eV
**Molar mass**: 101.1 g/mol

***

Entry 6:
An isolated molecule of C3H3NOS. Source: the OMol25 dataset; level of theory: ωB97M-V/def2-TZVPD.

Last column: natural (NBO) charge in e.
Atoms and positions in Å:
C1 -1.476 -0.320 0.137  -0.010
C2 0.681 0.699 -0.073  -0.173
C3 1.560 -0.489 -0.220  0.225
H1 -0.944 -0.725 1.019  0.167
H2 1.077 1.538 -0.652  0.252
H3 0.558 0.938 0.987  0.229
N1 2.175 -1.459 -0.329  -0.262
O1 -0.687 0.466 -0.587  -0.477
S1 -2.944 -0.648 -0.283  0.048

Cartesian forces (eV/Å) of the 6 atoms listed first:
1.9 -0.2 1.0
-1.1 -0.5 -0.2
-0.3 -0.4 -0.1
-0.4 0.1 -0.2
-0.2 -0.2 0.3
0.4 0.2 -0.1

Computed properties:
**Charge**: 0
**Calculated total energy**: -17530.73045 eV
**SMILES**: N#CCOC=S
**Frontier orbital gap**: 0.347 Ha
**E_HOMO**: -9.33 eV
**Molar mass**: 101.1 g/mol

***

Entry 7:
An isolated molecule of C3H3NOS. Source: the OMol25 dataset; level of theory: ωB97M-V/def2-TZVPD.

Last column: natural (NBO) charge in e.
Atoms and positions in Å:
C1 -1.156 0.716 -0.177  0.482
C2 -0.287 -0.576 0.269  -0.593
C3 1.039 -0.413 -0.254  0.056
H1 -0.533 -1.668 -0.280  0.261
H2 -0.244 -0.473 1.491  0.289
H3 1.830 -1.235 -0.210  0.208
N1 1.437 0.765 -0.452  -0.511
O1 -2.322 0.828 -0.021  -0.497
S1 0.236 2.057 -0.366  0.305

Cartesian forces (eV/Å) of the 6 atoms listed first:
1.7 -0.6 1.9
-2.0 -2.2 -0.2
2.2 0.4 1.5
-0.7 2.8 2.2
-0.4 -0.8 -3.1
-1.2 1.0 -0.4

Computed properties:
**Charge**: 0
**Calculated total energy**: -17530.18625 eV
**SMILES**: O=C1CC=NS1
**Frontier orbital gap**: 0.354 Ha
**E_HOMO**: -9.38 eV
**Molar mass**: 101.1 g/mol

***

Entry 8:
An isolated molecule of C3H3NOS. Source: the OMol25 dataset; level of theory: ωB97M-V/def2-TZVPD.

Last column: natural (NBO) charge in e.
Atoms and positions in Å:
C1 -0.540 1.018 -0.515  -0.277
C2 1.059 -0.605 0.282  0.125
C3 -0.159 -1.367 0.686  0.180
H1 -1.218 0.317 -0.994  0.210
H2 -0.454 1.940 -1.103  0.218
H3 -0.951 1.300 0.480  0.203
N1 -1.123 -1.890 1.012  -0.255
O1 0.840 0.548 -0.305  -0.457
S1 2.546 -1.261 0.458  0.054

Cartesian forces (eV/Å) of the 6 atoms listed first:
0.2 1.0 1.2
0.0 -1.4 0.0
1.3 1.0 -0.3
0.4 -0.3 -0.1
0.2 -0.5 0.1
0.2 -0.3 -0.7

Computed properties:
**Charge**: 0
**Calculated total energy**: -17530.77041 eV
**SMILES**: COC(=S)C#N
**Frontier orbital gap**: 0.319 Ha
**E_HOMO**: -9.58 eV
**Molar mass**: 101.1 g/mol

***

Entry 9:
An isolated molecule of C3H3NS. Source: the OMol25 dataset; level of theory: ωB97M-V/def2-TZVPD.

Last column: natural (NBO) charge in e.
Atoms and positions in Å:
C1 0.501 -0.991 -1.236  -0.666
C2 0.012 -0.098 -0.197  -0.173
C3 -1.082 -0.541 0.553  0.204
H1 -0.132 -1.436 -2.006  0.246
H2 0.924 -1.831 -0.671  0.244
H3 1.281 -0.523 -1.732  0.240
N1 -1.773 -1.089 1.364  -0.214
S1 0.859 1.325 0.009  0.118

Cartesian forces (eV/Å) of the 6 atoms listed first:
-0.1 -2.3 0.0
1.4 3.0 -1.1
-3.3 -2.6 4.8
-0.7 0.2 0.5
0.1 -0.2 -0.3
1.6 0.8 -0.9

Computed properties:
**Charge**: 0
**Calculated total energy**: -15483.17693 eV
**SMILES**: CC(=S)C#N
**Frontier orbital gap**: 0.289 Ha
**E_HOMO**: -9.58 eV
**Molar mass**: 85.1 g/mol

***

Entry 10:
An isolated molecule of C3H3NS. Source: the OMol25 dataset; level of theory: ωB97M-V/def2-TZVPD.

Last column: natural (NBO) charge in e.
Atoms and positions in Å:
C1 1.233 0.776 0.107  0.274
C2 -0.957 -0.181 -0.501  -0.211
C3 0.288 -0.266 0.357  -0.608
N1 1.886 1.650 -0.165  -0.284
S1 -2.452 0.211 0.102  0.091
H1 -0.763 -0.364 -1.514  0.192
H2 0.048 -0.486 1.403  0.276
H3 0.717 -1.339 0.212  0.269

Cartesian forces (eV/Å) of the 6 atoms listed first:
-1.5 -1.9 0.6
-1.8 1.1 2.6
-0.4 -3.8 0.6
2.0 2.4 -0.7
2.1 -0.7 -1.0
-0.1 -0.2 -1.6

Computed properties:
**Charge**: 0
**Calculated total energy**: -15483.21470 eV
**SMILES**: N#CCC=S
**Frontier orbital gap (spin up / spin down)**: 0.311 / 0.311 Ha
**E_HOMO (spin up / spin down)**: -9.48 / -9.48 eV
**Molar mass**: 85.1 g/mol

***

Entry 11:
An isolated molecule of C3H3NS. Source: the OMol25 dataset; level of theory: ωB97M-V/def2-TZVPD.

Last column: natural (NBO) charge in e.
Atoms and positions in Å:
C1 0.466 -0.359 -0.112  0.314
C2 1.683 -0.813 -0.033  -0.378
C3 -1.719 0.717 -0.033  -0.207
N1 -0.596 0.142 -0.123  -0.227
S1 2.839 0.406 -0.062  -0.124
H1 1.748 -1.937 0.137  0.241
H2 -2.541 0.134 0.079  0.185
H3 -1.881 1.708 0.147  0.198

Cartesian forces (eV/Å) of the 6 atoms listed first:
-1.2 0.2 -0.5
2.1 -1.5 0.5
0.9 -0.9 -0.2
-0.7 0.7 0.3
0.3 -0.8 0.0
0.5 1.4 -0.4

Computed properties:
**Charge**: 0
**Calculated total energy**: -15481.28404 eV
**Frontier orbital gap (spin up / spin down)**: 0.257 / 0.260 Ha
**E_HOMO (spin up / spin down)**: -7.80 / -7.82 eV
**Molar mass**: 85.1 g/mol

***

Entry 12:
A cluster of 2 separate species, C3H3NS in total. Source: the OMol25 dataset; level of theory: ωB97M-V/def2-TZVPD.

Last column: natural (NBO) charge in e.
Atoms and positions in Å:
C1 0.493 -0.024 0.778  -0.138
C2 0.827 0.354 -0.485  -0.073
C3 0.713 -0.044 -1.836  -0.159
H1 -1.188 -0.520 1.645  0.350
H2 -1.685 0.746 0.197  0.363
H3 0.334 0.136 -3.075  0.303
N1 -0.939 -0.348 0.782  -0.722
S1 1.445 -0.301 1.992  0.076

Cartesian forces (eV/Å) of the 6 atoms listed first:
-4.4 -1.0 0.5
0.0 -2.4 -14.0
-0.4 4.2 6.1
-2.2 -0.7 5.8
2.9 -4.3 2.5
1.6 -0.7 4.5

Computed properties:
**Charge**: 0
**Calculated total energy**: -15477.57995 eV
**Frontier orbital gap**: 0.286 Ha
**E_HOMO**: -8.97 eV
**Molar mass**: 85.1 g/mol